Record 1
The following is a quantum chemistry calculation of a 14-piece molecular cluster, C63H164N16O24 overall in a non-equilibrium geometry, from the Open Molecules 2025 dataset.

Its maximum force is 2.73 eV/Å. The HOMO-LUMO gap comes out at 8.4 eV. The value obtained for the LUMO energy is 0.3 eV.

```
! RIJCOSX wB97M-V def2-TZVPD def2/J DEFGRID3
* xyz 0 1
C 3.97 -1.63 -0.25
O 3.61 -2.40 0.64
N 5.23 -1.67 -0.82
N 3.21 -0.57 -0.64
H 5.49 -0.94 -1.45
H 5.88 -2.28 -0.35
H 3.53 0.10 -1.31
H 2.41 -0.37 -0.03
C 0.21 8.41 0.01
O -0.09 7.23 0.22
N -0.60 9.46 0.34
N 1.45 8.74 -0.52
H -1.56 9.32 0.59
H -0.27 10.41 0.33
H 1.74 9.69 -0.46
H 2.03 7.95 -0.70
C 1.45 -5.21 -0.39
O 0.73 -6.15 -0.72
N 1.40 -4.62 0.85
N 2.30 -4.57 -1.25
H 2.10 -3.93 1.07
H 0.72 -4.94 1.51
H 2.30 -4.91 -2.22
H 2.79 -3.77 -0.89
C 1.55 4.44 -0.10
O 1.36 3.04 0.08
C 1.86 2.58 1.30
C 1.05 1.41 1.82
N 0.78 0.38 0.81
C 0.20 -0.78 1.47
C -0.59 -1.63 0.51
O -1.57 -0.73 0.02
C -2.39 -1.22 -1.02
H 1.10 4.85 0.81
H 0.96 4.77 -0.96
H 2.58 4.81 -0.20
H 1.77 3.32 2.11
H 2.93 2.33 1.19
H 0.07 1.83 2.09
H 1.48 1.05 2.74
H 0.12 0.83 0.18
H -0.53 -0.49 2.26
H 0.96 -1.35 2.00
H -1.15 -2.40 1.05
H 0.03 -2.13 -0.24
H -3.36 -0.73 -0.96
H -2.54 -2.31 -0.96
H -1.97 -0.95 -1.99
C -5.00 -1.18 -3.26
O -4.34 0.05 -3.53
C -4.98 0.83 -4.48
C -4.21 2.09 -4.76
N -2.89 1.79 -5.31
C -1.88 2.81 -5.08
C -1.17 2.68 -3.74
O -0.62 1.40 -3.68
C -0.23 1.05 -2.37
H -4.55 -1.94 -3.90
H -6.09 -1.20 -3.39
H -4.91 -1.43 -2.21
H -6.01 1.09 -4.19
H -5.10 0.30 -5.44
H -4.22 2.81 -3.92
H -4.75 2.65 -5.53
H -2.57 0.97 -4.78
H -2.35 3.81 -5.07
H -1.12 2.80 -5.86
H -1.88 2.82 -2.91
H -0.45 3.49 -3.62
H -1.10 1.08 -1.70
H 0.49 1.76 -1.95
H 0.22 0.07 -2.30
C 4.33 -7.48 2.24
O 3.84 -7.30 3.53
C 2.44 -7.08 3.51
C 1.94 -6.97 4.95
N 2.50 -5.84 5.69
C 1.75 -4.61 5.43
C 2.66 -3.43 5.63
O 3.87 -3.49 4.91
C 3.70 -3.22 3.54
H 4.05 -6.68 1.53
H 4.04 -8.41 1.75
H 5.42 -7.43 2.25
H 1.86 -7.82 2.95
H 2.28 -6.11 3.01
H 2.23 -7.92 5.42
H 0.85 -6.92 4.96
H 3.45 -5.68 5.36
H 0.92 -4.57 6.15
H 1.23 -4.62 4.45
H 2.94 -3.39 6.68
H 2.18 -2.45 5.47
H 3.20 -2.25 3.39
H 2.99 -3.93 3.10
H 4.66 -3.24 3.03
C -7.19 -2.47 -6.49
O -6.73 -3.47 -5.62
C -7.72 -4.31 -5.10
C -7.14 -5.17 -4.01
N -6.87 -4.36 -2.84
C -6.47 -5.15 -1.66
C -5.38 -4.40 -0.92
O -4.32 -4.04 -1.77
C -3.59 -5.13 -2.30
H -6.42 -1.71 -6.55
H -8.13 -2.01 -6.19
H -7.33 -2.92 -7.48
H -8.16 -4.93 -5.90
H -8.61 -3.78 -4.73
H -6.33 -5.84 -4.33
H -7.91 -5.90 -3.73
H -6.10 -3.70 -2.95
H -6.16 -6.17 -1.92
H -7.38 -5.28 -1.07
H -4.94 -4.99 -0.10
H -5.84 -3.51 -0.50
H -4.17 -5.58 -3.12
H -3.43 -5.88 -1.52
H -2.63 -4.83 -2.73
C -0.47 5.30 6.75
O -0.89 3.99 6.44
C -0.56 3.10 7.46
C -0.71 1.67 6.94
N 0.23 1.36 5.87
C 1.57 1.00 6.37
C 2.53 1.13 5.20
O 2.25 2.25 4.42
C 3.03 3.39 4.72
H 0.62 5.31 6.84
H -0.87 5.59 7.73
H -0.78 6.00 5.98
H -1.16 3.24 8.37
H 0.50 3.20 7.75
H -1.75 1.58 6.62
H -0.66 0.97 7.78
H 0.43 2.25 5.41
H 1.54 -0.01 6.79
H 1.85 1.64 7.22
H 2.35 0.26 4.56
H 3.57 0.97 5.52
H 2.82 4.20 4.01
H 4.09 3.15 4.50
H 2.95 3.77 5.75
C -4.85 -1.56 1.71
O -5.26 -2.00 2.97
C -4.96 -3.36 3.22
C -5.82 -3.90 4.33
N -5.86 -3.01 5.47
C -6.34 -3.59 6.69
C -7.79 -4.00 6.63
O -7.95 -5.31 6.18
C -9.31 -5.66 6.00
H -5.01 -0.49 1.57
H -5.50 -1.96 0.92
H -3.79 -1.79 1.51
H -3.91 -3.35 3.57
H -4.99 -3.97 2.31
H -5.45 -4.90 4.65
H -6.84 -4.18 4.01
H -5.07 -2.39 5.53
H -6.18 -2.84 7.47
H -5.75 -4.47 7.02
H -8.35 -3.24 6.07
H -8.18 -3.93 7.66
H -9.78 -5.93 6.95
H -9.31 -6.54 5.36
H -9.83 -4.83 5.53
C 4.53 5.78 1.60
O 3.72 6.94 1.43
C 4.45 8.01 0.89
C 4.84 7.81 -0.58
N 5.38 9.00 -1.22
C 6.68 9.38 -0.68
C 7.15 10.73 -1.18
O 6.63 11.75 -0.36
C 6.92 13.05 -0.82
H 5.20 5.96 2.45
H 5.02 5.46 0.69
H 3.83 5.00 1.93
H 5.34 8.35 1.44
H 3.80 8.89 0.92
H 3.95 7.47 -1.11
H 5.57 6.98 -0.63
H 5.54 8.77 -2.20
H 7.47 8.64 -0.84
H 6.60 9.50 0.40
H 6.82 10.93 -2.21
H 8.24 10.71 -1.10
H 6.49 13.24 -1.81
H 8.00 13.19 -0.93
H 6.52 13.71 -0.06
C 2.07 -9.20 -2.73
O 2.51 -8.34 -3.76
C 3.76 -7.70 -3.45
C 3.85 -6.51 -4.36
N 2.74 -5.58 -4.11
C 2.97 -4.34 -4.82
C 1.75 -3.44 -4.77
O 0.65 -4.18 -5.23
C -0.55 -3.45 -5.14
H 2.83 -9.98 -2.58
H 1.20 -9.73 -3.09
H 1.94 -8.64 -1.80
H 4.46 -8.48 -3.78
H 3.85 -7.49 -2.38
H 3.75 -6.86 -5.39
H 4.80 -5.97 -4.29
H 1.85 -6.00 -4.36
H 3.20 -4.44 -5.89
H 3.77 -3.79 -4.31
H 1.93 -2.59 -5.44
H 1.59 -3.08 -3.74
H -1.06 -3.56 -4.18
H -1.22 -3.89 -5.89
H -0.40 -2.41 -5.44
C -1.04 3.89 3.32
O -1.61 3.46 2.12
C -2.33 2.25 2.32
C -2.84 1.76 0.98
N -3.93 2.58 0.48
C -4.63 1.91 -0.63
C -5.68 2.78 -1.28
O -6.87 2.74 -0.54
C -7.85 3.63 -0.99
H -0.43 4.78 3.14
H -0.34 3.21 3.83
H -1.77 4.21 4.07
H -3.21 2.44 2.95
H -1.70 1.48 2.78
H -3.23 0.77 1.18
H -1.99 1.63 0.30
H -3.50 3.41 0.07
H -5.12 0.98 -0.34
H -3.85 1.80 -1.39
H -5.88 2.35 -2.27
H -5.29 3.81 -1.36
H -7.85 3.64 -2.10
H -7.69 4.67 -0.68
H -8.82 3.27 -0.68
C 4.25 3.44 -2.91
O 5.26 3.60 -3.88
C 4.87 3.23 -5.18
C 4.36 1.82 -5.34
N 5.32 0.82 -4.92
C 4.85 -0.54 -5.14
C 5.87 -1.55 -4.69
O 7.09 -1.65 -5.39
C 8.08 -2.28 -4.61
H 3.25 3.81 -3.20
H 4.54 4.06 -2.07
H 4.09 2.39 -2.63
H 5.73 3.38 -5.85
H 4.10 3.91 -5.57
H 3.99 1.64 -6.37
H 3.42 1.73 -4.79
H 6.18 0.97 -5.42
H 4.83 -0.67 -6.24
H 3.86 -0.77 -4.75
H 5.44 -2.56 -4.71
H 6.09 -1.41 -3.62
H 7.73 -3.30 -4.39
H 8.27 -1.73 -3.68
H 8.99 -2.36 -5.20
O 1.42 6.79 3.02
H 0.67 6.77 2.42
H 2.20 6.81 2.43
*
```

Atomic partial charges in e from the Löwdin method, atoms 1 to 99: -0.643 -0.012 0.163 0.180 0.078 0.104 0.083 0.067 -0.638 0.015 0.156 0.171 0.102 0.091 0.097 0.073 -0.670 -0.004 0.158 0.172 0.047 0.094 0.064 0.055 -0.085 -0.188 -0.220 -0.169 -0.036 -0.198 -0.202 -0.247 -0.091 0.074 0.087 0.072 0.100 0.129 0.091 0.097 0.077 0.121 0.114 0.121 0.121 0.063 0.088 0.084 -0.093 -0.187 -0.258 -0.218 -0.041 -0.205 -0.241 -0.175 -0.109 0.096 0.097 0.065 0.119 0.122 0.106 0.121 0.092 0.119 0.113 0.117 0.123 0.066 0.080 0.091 -0.132 -0.170 -0.236 -0.202 -0.040 -0.223 -0.234 -0.184 -0.103 0.084 0.089 0.087 0.130 0.086 0.116 0.117 0.096 0.119 0.102 0.126 0.112 0.075 0.058 0.088 -0.112 -0.188 -0.254

Record 2
The following is a quantum chemistry calculation of a 2-piece molecular cluster, C2H2Cl2Si overall in a non-equilibrium geometry, from the Open Molecules 2025 dataset.

Its maximum force is 1.76 eV/Å. The HOMO-LUMO gap (spin up / spin down) comes out at 7.7 / 6.6 eV. For the energy relative to the best compared isomer or geometry (same formula, charge and spin), the calculation gives 2.7 kcal per mole. The value obtained for the LUMO energy (spin up / spin down) is 0.6 / -4.1 eV.

```
! RIJCOSX wB97M-V def2-TZVPD def2/J DEFGRID3
* xyz 0 3
C 1.78 0.61 -0.50
C 0.59 0.43 -0.34
Si -1.08 0.40 0.40
Cl -1.19 -2.82 -0.87
Cl -0.64 -0.50 2.16
H 2.70 0.46 -0.97
H -2.15 1.41 0.13
*
```

How positive or negative is each atom? The Löwdin charges in e answer that: 0.018 -0.392 0.162 0.061 0.226 0.014 -0.088

Record 3
The following is a quantum chemistry calculation of C14H20FN3S as an isolated structure, from the Open Molecules 2025 dataset.

Its maximum force is 0.59 eV/Å. The HOMO-LUMO gap comes out at 8.2 eV. For the energy relative to the best compared isomer or geometry (same formula, charge and spin), the calculation gives 0.0 kcal per mole. The value obtained for the LUMO energy is -0.4 eV.

```
! RIJCOSX wB97M-V def2-TZVPD def2/J DEFGRID3
* xyz 0 1
C -4.39 1.85 0.53
C -3.29 1.27 -0.35
C -3.58 -0.17 -0.76
C -2.55 -0.78 -1.71
C -1.16 -0.72 -1.18
C -0.21 0.15 -1.63
C 1.11 0.24 -1.10
C 2.02 1.28 -1.72
N 2.31 2.40 -0.80
C 1.53 -0.54 -0.07
C 2.92 -0.45 0.49
C 3.06 -0.46 2.01
C 3.60 -1.75 2.61
F 3.99 0.56 2.34
C 0.57 -1.47 0.43
N 0.78 -2.35 1.42
S -0.59 -3.14 1.63
N -1.50 -2.50 0.47
C -0.75 -1.56 -0.11
H -5.32 2.00 -0.02
H -4.07 2.81 0.95
H -4.58 1.18 1.37
H -3.16 1.89 -1.24
H -2.34 1.32 0.19
H -3.66 -0.79 0.13
H -4.56 -0.19 -1.25
H -2.82 -1.83 -1.86
H -2.59 -0.28 -2.68
H -0.48 0.80 -2.46
H 1.53 1.65 -2.62
H 2.96 0.82 -2.04
H 1.74 3.20 -1.04
H 3.27 2.68 -0.87
H 3.33 0.50 0.17
H 3.55 -1.24 0.07
H 2.13 -0.16 2.48
H 3.26 -1.89 3.63
H 3.26 -2.61 2.03
H 4.69 -1.71 2.59
*
```

How positive or negative is each atom? The Löwdin charges in e answer that: -0.114 -0.274 -0.216 -0.149 -0.187 0.021 -0.152 -0.219 0.016 -0.117 -0.077 -0.357 -0.053 -0.058 -0.283 -0.221 1.020 -0.218 -0.301 0.070 0.067 0.072 0.111 0.107 0.106 0.115 0.116 0.115 0.118 0.103 0.118 0.066 0.068 0.094 0.135 0.138 0.077 0.060 0.083

Record 4
The following is a quantum chemistry calculation of C8H10AgBNO4 as an isolated structure, from the Open Molecules 2025 dataset.

Its maximum force is 0.96 eV/Å. The HOMO-LUMO gap (spin up / spin down) comes out at 7.9 / 5.2 eV. The value obtained for the LUMO energy (spin up / spin down) is -9.9 / -12.5 eV.

```
! RIJCOSX wB97M-V def2-TZVPD def2/J DEFGRID3
* xyz 2 2
C 2.79 -1.58 0.59
C 2.46 -0.52 -0.49
B 2.33 0.88 0.16
O 3.33 1.57 0.70
O 0.95 1.42 0.33
C 0.33 1.83 -0.72
O 0.59 1.93 -1.86
O -1.06 2.12 -0.24
C -1.84 1.09 -0.22
C -2.26 0.53 1.02
C -3.06 -0.59 0.96
C -3.43 -1.11 -0.33
N -3.07 -0.56 -1.49
C -2.30 0.50 -1.46
H 1.88 -2.06 0.97
H 3.40 -2.38 0.17
H 3.34 -1.17 1.43
H 1.56 -0.81 -1.02
H 3.27 -0.48 -1.22
H 3.45 2.49 0.47
H -1.95 0.99 1.95
H -3.45 -1.06 1.86
H -4.05 -1.99 -0.39
H -1.98 0.96 -2.39
Ag -1.23 -2.03 1.22
*
```

How positive or negative is each atom? The Löwdin charges in e answer that: -0.067 -0.105 -0.497 0.272 0.231 -0.458 0.282 0.183 -0.190 0.071 -0.105 -0.029 0.156 0.078 0.046 0.091 0.087 0.098 0.130 0.154 0.160 0.132 0.146 0.166 0.968

Number 1: total energy -5180.24050 Eh. Number 2: total energy -1287.12647 Eh. Number 3: total energy -1207.80056 Eh. Number 4: total energy -837.69894 Eh.